This record from the Open Molecules 2025 dataset describes a structure of composition C13H10CeF5NS in a non-equilibrium geometry. The level of theory is wB97M-V/def2-TZVPD.

CARTESIAN COORDINATES (ANGSTROEM)
C1 1.13 -3.18 0.05
C2 -0.21 -3.17 -0.43
C3 -1.02 -2.51 0.51
C4 -0.20 -2.12 1.61
C5 1.13 -2.55 1.33
Ce1 1.05 -0.49 -0.22
N1 3.10 0.60 0.83
C6 0.86 -1.12 -2.46
C7 -0.18 -1.66 -3.11
H1 -2.12 -2.42 0.48
H2 -0.57 -3.65 -1.35
H3 -0.55 -1.65 2.54
H4 2.01 -2.40 1.98
H5 1.99 -3.65 -0.44
H6 -0.25 -2.75 -3.19
H7 1.10 -0.03 -2.30
H8 3.68 0.71 -0.06
H9 -0.97 -0.98 -3.44
H10 1.72 -1.59 -1.91
F1 -0.42 5.20 2.22
C8 -0.69 4.07 1.53
C9 -1.24 2.97 2.19
F2 -1.49 3.03 3.51
C10 -1.54 1.82 1.47
F3 -2.01 0.73 2.13
C11 -1.32 1.74 0.07
S1 -1.75 0.37 -0.86
C12 -0.68 2.84 -0.53
F4 -0.25 2.73 -1.82
C13 -0.41 4.01 0.16
F5 0.10 5.09 -0.47

Frontier orbital gap (alpha / beta)   0.169 / 0.173 hartree
Total charge   -1
Multiplicity   2